# 1
C37H45AsClN4O2RuS2Si as an isolated structure, computed with ωB97M-V with the def2-TZVPD basis set.

Properties
- multiplicity = 2
- frontier orbital gap (spin up / spin down) (eV) = 6.965 / 6.847
- relative energy (zero: lowest compared OMol25 entry of this formula, charge and spin) (eV) = 0.006
- E_HOMO (spin up / spin down) (hartree) = -0.266 / -0.262
- calculated total energy (eV) = -154647.086

Geometry (Å):
Ru1 0.75071 0.12670 1.30575
C1 1.34197 -1.03462 -0.34048
Si1 -0.10813 -1.76708 -1.21827
C2 -1.61963 -1.39565 -0.14295
N1 -1.51566 -0.08747 0.54204
C3 -2.52045 -0.04275 1.63190
C4 -3.09575 1.35113 1.80248
C5 -3.92806 1.69791 0.56323
C6 -3.19733 1.28811 -0.73495
C7 -1.73082 1.00020 -0.44112
C8 -0.26777 -1.20169 -3.01951
C9 0.85673 -1.33856 -3.84186
C10 0.76209 -1.23784 -5.22399
C11 -0.46893 -0.97796 -5.81683
C12 -1.58892 -0.79293 -5.01844
C13 -1.48462 -0.90841 -3.63616
C14 -0.06424 -3.64768 -1.38743
C15 -0.26416 -4.32241 -2.59432
C16 -0.24422 -5.71034 -2.65587
C17 -0.02521 -6.45441 -1.50659
C18 0.17110 -5.80560 -0.29566
C19 0.15109 -4.42053 -0.24300
H1 2.04417 -0.54309 -1.01349
H2 1.89214 -1.85345 0.13634
H3 -1.59314 -2.16861 0.62761
H4 -2.59138 -1.49622 -0.64743
H5 -2.04792 -0.43084 2.53049
H6 -3.34424 -0.73288 1.40337
H7 -2.28572 2.07081 1.96175
H8 -3.72260 1.38581 2.69585
H9 -4.18123 2.75979 0.55353
H10 -4.87390 1.15572 0.63545
H11 -3.23295 2.09555 -1.46944
H12 -3.68563 0.42753 -1.19833
H13 -1.28101 1.91522 -0.07119
H14 -1.17207 0.74614 -1.34104
H15 1.81743 -1.57014 -3.39278
H16 1.64060 -1.39191 -5.83979
H17 -0.55542 -0.92943 -6.89602
H18 -2.54997 -0.58429 -5.47335
H19 -2.37947 -0.80189 -3.03140
H20 -0.44079 -3.76186 -3.50488
H21 -0.40121 -6.21105 -3.60345
H22 -0.00859 -7.53607 -1.55346
H23 0.33740 -6.37915 0.60802
H24 0.29941 -3.92525 0.70734
S1 4.79089 0.81778 3.18318
C20 5.02912 0.62915 1.49859
C21 3.87200 0.36552 0.83015
C22 2.71805 0.30590 1.67658
C23 3.09771 0.54726 2.97625
C24 2.10571 0.55513 4.00740
C25 2.36277 0.64571 5.38169
C26 1.31562 0.59595 6.27024
C27 0.01655 0.44817 5.78732
C28 -0.16299 0.37766 4.42331
N2 0.84017 0.45255 3.54359
H25 6.02322 0.71688 1.08830
H26 3.85854 0.21421 -0.23970
H27 3.38567 0.73181 5.72287
H28 1.50062 0.65869 7.33506
H29 -0.83316 0.38976 6.45191
H30 -1.15347 0.26748 4.00588
Cl1 -1.51066 -3.71032 3.22137
C29 0.26057 -3.63820 3.44231
C30 0.99389 -2.51785 2.69559
O1 2.20399 -2.49950 2.82119
O2 0.24146 -1.71035 2.03863
H31 0.67972 -4.59362 3.13707
H32 0.45166 -3.50460 4.50428
S2 1.62376 2.04192 -2.00614
C31 0.46228 2.42002 -3.12940
N3 0.59179 1.94540 -4.42113
C32 -0.24932 2.24605 -5.42134
C33 -1.30862 3.06124 -5.17928
C34 -1.45524 3.48692 -3.84470
N4 -0.63534 3.19081 -2.87218
H33 1.35132 1.29287 -4.56950
H34 -0.02783 1.80755 -6.38289
H35 -2.00880 3.33187 -5.95262
H36 -2.30420 4.10701 -3.57032
C35 0.38072 3.43111 3.17919
As1 0.83172 2.72498 1.41737
C36 2.61820 3.46130 1.24441
C37 -0.18163 4.02856 0.38516
H37 0.46541 4.51729 3.14291
H38 1.06146 3.03879 3.93140
H39 -0.63879 3.15744 3.44860
H40 2.58501 4.54559 1.35254
H41 3.01149 3.19870 0.26576
H42 3.25819 3.02602 2.00985
H43 0.24531 5.01321 0.57635
H44 -1.22188 4.02492 0.71557
H45 -0.13634 3.79671 -0.67432

***

# 2
C37H45AsN8OSTi as an isolated structure at a distorted geometry, computed with ωB97M-V with the def2-TZVPD basis set.

Properties
- frontier orbital gap (spin up / spin down) (eV) = 5.822 / 5.811
- relative energy (zero: lowest compared OMol25 entry of this formula, charge and spin) (eV) = 1.054
- E_HOMO (spin up / spin down) (hartree) = -0.208 / -0.207
- calculated total energy (eV) = -147858.438

Geometry (Å):
Ti1 0.22674 0.15631 0.73942
C1 1.82973 -3.18665 5.18656
C2 1.61112 -1.86296 5.54727
C3 0.92757 -1.01053 4.69697
C4 0.43032 -1.45801 3.46107
C5 0.66570 -2.79063 3.10768
C6 1.35565 -3.63746 3.96231
N1 -0.28627 -0.58841 2.62907
C7 -1.37058 0.06454 3.17043
C8 -2.11453 -0.34641 4.29103
C9 -3.21584 0.37677 4.70514
C10 -3.61947 1.52512 4.02206
C11 -2.90843 1.95361 2.92028
C12 -1.78216 1.23773 2.49628
N2 -0.95137 1.59275 1.46600
N3 -1.24087 2.76108 0.84149
C13 -0.22186 3.15623 0.09417
C14 -0.25349 4.42509 -0.54930
C15 0.88046 4.89606 -1.14429
C16 2.05192 4.11004 -1.13141
C17 1.97891 2.85639 -0.57654
N4 0.88495 2.35679 0.01006
H1 2.34128 -3.86086 5.86148
H2 1.97082 -1.49329 6.50060
H3 0.72383 0.01107 4.99663
H4 0.27265 -3.16356 2.17164
H5 1.51091 -4.67037 3.67379
H6 -1.82025 -1.23818 4.82912
H7 -3.78095 0.03741 5.56513
H8 -4.48592 2.07997 4.35912
H9 -3.18647 2.84034 2.36864
H10 -1.16806 4.99981 -0.51034
H11 0.88570 5.86843 -1.62212
H12 2.96973 4.46925 -1.57577
H13 2.84025 2.19575 -0.59794
C18 -2.85772 0.03220 -0.07523
N5 -1.50742 -0.57043 -0.03595
C19 -1.45780 -1.85889 -0.27145
C20 -0.21328 -2.50901 -0.20691
C21 0.21278 -3.81774 -0.46793
C22 1.58880 -3.81780 -0.24273
C23 1.93135 -2.52043 0.15004
N6 0.85408 -1.72627 0.16741
C24 -3.65108 -0.32253 -1.31022
C25 -4.76502 -1.15167 -1.25085
C26 -5.48166 -1.45963 -2.40007
C27 -5.09970 -0.92342 -3.61996
C28 -3.99434 -0.08459 -3.68633
C29 -3.26609 0.20089 -2.54277
H14 -2.74512 1.11539 -0.04912
H15 -3.40758 -0.26575 0.82077
H16 -2.35564 -2.41556 -0.52536
H17 -0.40980 -4.64104 -0.78414
H18 2.25941 -4.65564 -0.34998
H19 2.90986 -2.13780 0.39639
H20 -5.07662 -1.55827 -0.29490
H21 -6.34398 -2.11155 -2.34047
H22 -5.66091 -1.15453 -4.51645
H23 -3.71165 0.36191 -4.63163
H24 -2.38920 0.83998 -2.58817
C30 2.62428 1.76650 3.69620
As1 3.32017 0.53682 2.36678
C31 3.96693 -1.13272 3.12122
C32 4.85556 1.34395 1.48897
O1 2.18214 0.31001 1.20979
H25 2.92039 1.49772 4.70738
H26 1.53959 1.71553 3.58856
H27 2.96366 2.77286 3.45947
H28 4.16448 -1.03593 4.18556
H29 4.87683 -1.41454 2.59234
H30 3.20110 -1.88814 2.95572
H31 5.75636 1.28491 2.09636
H32 4.63095 2.38192 1.25080
H33 4.99225 0.78871 0.56115
C33 0.88830 2.61392 -4.14826
N7 0.68305 1.28422 -4.70296
C34 1.58820 1.00876 -5.81617
C35 0.51859 0.24067 -3.79510
S1 1.08193 0.34126 -2.22137
N8 -0.07903 -0.85119 -4.31778
C36 -0.15872 -2.10552 -3.60030
C37 -0.75665 -0.84254 -5.60093
H34 0.72203 3.34373 -4.94342
H35 1.89767 2.74430 -3.75041
H36 0.18095 2.79693 -3.34361
H37 2.61760 1.27069 -5.54498
H38 1.29601 1.59825 -6.68671
H39 1.56506 -0.04629 -6.07847
H40 0.51298 -2.08663 -2.75017
H41 0.12412 -2.92565 -4.26514
H42 -1.17574 -2.27859 -3.23854
H43 -0.91405 0.17924 -5.93274
H44 -1.72068 -1.34168 -5.49507
H45 -0.17970 -1.38255 -6.35792

***

# 3
A 4-piece molecular cluster, C37H45BrF5NO15S2 overall at a distorted geometry, computed with ωB97M-V with the def2-TZVPD basis set.

Properties
- frontier orbital gap (eV) = 7.362
- E_HOMO (hartree) = -0.322
- calculated total energy (eV) = -176597.492
- SMILES = O=C1C(Br)=CC(=O)c2c1c(C[C@@H]1CO1)c(S)c(CCCNCc1ccccc1O)c2S(=O)(=O)C(F)(F)C(F)(F)F.CCOC(=O)OC.CCOC(=O)OC.CCOC(=O)OC

Geometry (Å):
O1 -0.34976 1.93834 5.15204
C1 -0.08078 1.53171 4.04439
C2 1.34595 1.32939 3.57526
Br1 2.72716 2.56015 4.05663
C3 1.66012 0.29308 2.82269
C4 0.53262 -0.66437 2.51728
O2 0.67216 -1.86373 2.56869
C5 -0.79811 0.03459 2.21771
C6 -1.11712 1.12168 3.00217
C7 -2.29656 1.83227 2.83493
C8 -2.57869 3.02689 3.70967
C9 -2.81100 4.29073 2.80305
C10 -1.61458 4.58527 1.84201
O3 -2.01296 5.37177 3.11801
C11 -3.16744 1.35819 1.85934
S1 -4.74558 2.16321 1.59552
C12 -2.85849 0.26840 1.05753
C13 -3.89767 -0.13164 0.02440
C14 -3.89540 0.83613 -1.19917
C15 -2.56488 1.54187 -1.44590
N1 -2.53462 2.28388 -2.72390
C16 -1.30128 2.05304 -3.46436
C17 -0.18216 2.98453 -3.03854
C18 -0.35088 4.34854 -2.94251
C19 0.66693 5.19302 -2.58699
C20 1.92723 4.70589 -2.30162
C21 2.11173 3.34772 -2.39782
C22 1.07883 2.50776 -2.75290
O4 1.33664 1.14701 -2.82545
C23 -1.64441 -0.39922 1.21401
S2 -1.22054 -1.76154 0.13952
O5 -1.75204 -1.53679 -1.17417
O6 0.18727 -1.97177 0.03178
C24 -2.09770 -3.27926 0.75350
F1 -2.20160 -4.12515 -0.27236
F2 -3.36189 -2.98925 1.12794
C25 -1.44491 -4.00947 1.96625
F3 -2.17391 -5.12345 2.17898
F4 -1.59987 -3.25467 3.05585
F5 -0.19601 -4.36640 1.75261
H1 2.65879 0.11554 2.43755
H2 -1.72289 3.37401 4.28114
H3 -3.47649 2.91664 4.32580
H4 -3.80316 4.47685 2.40822
H5 -0.59982 4.44894 2.20211
H6 -1.91193 5.41671 1.20686
H7 -5.04892 2.52937 2.86167
H8 -3.76216 -1.15611 -0.30942
H9 -4.90057 -0.11846 0.46440
H10 -4.17091 0.28634 -2.10688
H11 -4.67277 1.59004 -1.02238
H12 -2.37594 2.29338 -0.66120
H13 -1.70072 0.86562 -1.44202
H14 -3.32332 2.00861 -3.29671
H15 -0.93696 1.01663 -3.44312
H16 -1.51211 2.28283 -4.52001
H17 -1.30831 4.80894 -3.17439
H18 0.51672 6.26803 -2.53908
H19 2.76056 5.34811 -2.03957
H20 3.10820 2.95197 -2.20343
H21 2.22043 1.07209 -3.20116
C26 -0.37689 11.66171 1.51185
C27 -1.88232 11.77419 1.39181
O7 -2.50064 10.48259 1.32560
C28 -2.62450 9.84776 2.49350
O8 -2.28360 10.26876 3.56757
O9 -3.17953 8.65950 2.25918
C29 -3.29686 7.82788 3.41928
H22 0.02461 11.04098 0.70928
H23 0.08612 12.64760 1.46302
H24 -0.09257 11.19485 2.45463
H25 -2.14085 12.27950 0.46226
H26 -2.30693 12.35803 2.20871
H27 -3.80887 8.35025 4.22727
H28 -2.31650 7.49870 3.73970
H29 -3.88343 6.96052 3.13893
C30 2.64423 -5.34147 1.57592
C31 2.45794 -6.82772 1.79228
O10 3.11502 -7.59470 0.77125
C32 4.43416 -7.72579 0.91231
O11 5.10013 -7.28067 1.80870
O12 4.89199 -8.42664 -0.12971
C33 6.31348 -8.56911 -0.15185
H30 2.33200 -5.05860 0.56920
H31 2.06276 -4.77312 2.29878
H32 3.69134 -5.05687 1.67937
H33 1.40013 -7.07937 1.72404
H34 2.80177 -7.13594 2.77980
H35 6.68491 -8.96810 0.78988
H36 6.78251 -7.61028 -0.37016
H37 6.55256 -9.26826 -0.94936
C34 3.30402 -8.48362 -2.42933
C35 2.04060 -8.37575 -3.25580
O13 2.27373 -7.68207 -4.49319
C36 2.85340 -8.40007 -5.45142
O14 3.17572 -9.55724 -5.37875
O15 3.03010 -7.60681 -6.51235
C37 3.72255 -8.22877 -7.59459
H38 3.75043 -7.50050 -2.28222
H39 3.08948 -8.92249 -1.46216
H40 4.04816 -9.10351 -2.93155
H41 1.29912 -7.78742 -2.71680
H42 1.60152 -9.35538 -3.44724
H43 3.25110 -9.16826 -7.87637
H44 4.76590 -8.39332 -7.32692
H45 3.67848 -7.54540 -8.43877

***

# 4
A 12-piece molecular cluster, C37H45F11NO36PS overall at a distorted geometry, computed with ωB97M-V with the def2-TZVPD basis set.

Properties
- frontier orbital gap (eV) = 7.969
- E_HOMO (hartree) = -0.303
- calculated total energy (eV) = -164314.842
- SMILES = CS(=O)(=O)PC[C@H](O)CN.O=C1OC[C@@H](F)O1.O=C1OC[C@@H](F)O1.O=C1OC[C@@H](F)O1.O=C1OC[C@@H](F)O1.O=C1OC[C@@H](F)O1.O=C1OC[C@@H](F)O1.O=C1OC[C@@H](F)O1.O=C1OC[C@@H](F)O1.O=C1OC[C@@H](F)O1.O=C1OC[C@@H](F)O1.O=C1OC[C@@H](F)O1

Geometry (Å):
C1 1.45228 -2.55212 -7.63752
S1 3.02248 -2.36030 -8.46656
O1 3.91681 -3.42645 -8.05539
O2 2.74884 -2.29668 -9.88366
P1 3.88985 -0.44424 -7.90655
C2 3.46656 -0.18148 -6.10295
C3 2.71782 1.15849 -5.98106
O3 3.42455 2.07663 -6.82495
C4 2.68598 1.68854 -4.53312
N1 1.27951 2.08007 -4.20785
H1 0.63324 -2.24743 -8.28319
H2 1.41556 -1.96079 -6.72709
H3 1.32421 -3.60966 -7.42233
H4 5.28124 -0.66081 -7.99597
H5 2.86477 -1.01684 -5.76047
H6 4.41190 -0.15682 -5.56224
H7 1.70716 0.97026 -6.35354
H8 2.76312 2.62817 -7.25414
H9 3.08071 0.99150 -3.79966
H10 3.25369 2.61718 -4.51499
H11 0.96586 2.53781 -5.06037
H12 0.76993 1.19776 -4.21146
C5 -0.74041 3.84094 0.28521
C6 0.74198 3.82434 -0.00417
O4 0.98750 2.47268 -0.30037
C7 -0.15975 1.96238 -0.80841
O5 -0.21768 0.92553 -1.38309
O6 -1.21866 2.78435 -0.57321
F1 1.46781 4.16607 1.09713
H13 -0.95760 3.57768 1.31828
H14 -1.20720 4.78560 0.05669
H15 1.04722 4.44024 -0.84383
C8 -3.22594 1.88608 -4.98498
C9 -2.51711 0.63105 -4.52715
O7 -1.67584 0.34174 -5.63628
C10 -1.39385 1.53045 -6.23815
O8 -0.51043 1.69237 -7.01639
O9 -2.23358 2.49980 -5.81723
F2 -3.37772 -0.39964 -4.34389
H16 -4.11109 1.65781 -5.58015
H17 -3.50435 2.54132 -4.16443
H18 -1.90647 0.75341 -3.62899
C11 2.82635 -0.14269 0.60367
C12 3.89725 -1.20317 0.54620
O10 5.01222 -0.52827 1.10595
C13 4.52720 0.40703 1.97444
O11 5.17228 0.97126 2.79144
O12 3.20115 0.60454 1.76831
F3 4.19229 -1.56525 -0.72871
H19 2.85005 0.50924 -0.26975
H20 1.82603 -0.55614 0.70861
H21 3.68197 -2.10018 1.12865
C14 -0.23833 2.64049 5.43377
C15 -0.36241 1.36803 4.62418
O13 -1.58409 1.56427 3.95402
C16 -1.76240 2.89673 3.79228
O14 -2.55883 3.33791 3.02520
O15 -0.92297 3.59608 4.59104
F4 -0.48777 0.25758 5.40340
H22 -0.76408 2.56684 6.38672
H23 0.79147 2.93523 5.61333
H24 0.42903 1.21029 3.88864
C17 0.36362 -2.88082 6.20023
C18 0.83605 -4.29654 6.43187
O16 1.54991 -4.56592 5.23849
C19 2.02414 -3.37674 4.78460
O17 2.86723 -3.26570 3.96144
O18 1.40986 -2.34277 5.39247
F5 -0.19582 -5.16379 6.53384
H25 -0.57245 -2.85666 5.64081
H26 0.24619 -2.30780 7.11549
H27 1.49737 -4.42361 7.29005
C20 -0.08604 -3.27799 -2.91675
C21 0.98480 -3.72596 -3.86540
O19 1.63758 -2.51011 -4.20390
C22 1.48584 -1.68205 -3.12816
O20 2.11785 -0.69419 -2.95128
O21 0.52830 -2.14565 -2.28672
F6 0.46252 -4.27152 -4.98844
H28 -0.99315 -2.95916 -3.43316
H29 -0.33977 -4.04128 -2.19367
H30 1.71221 -4.41398 -3.43748
C23 4.42034 -6.29821 3.12967
C24 5.20000 -6.89174 4.27755
O22 4.21850 -7.68565 4.92673
C25 3.31845 -8.07310 3.97863
O23 2.52199 -8.93978 4.11453
O24 3.46233 -7.33027 2.85392
F7 5.64111 -5.94281 5.13538
H31 3.89506 -5.38749 3.41372
H32 5.03454 -6.09391 2.25638
H33 6.03944 -7.52276 3.98118
C26 2.53252 -6.21783 0.40249
C27 1.28486 -5.45353 0.77327
O25 0.70381 -5.17151 -0.49364
C28 1.09934 -6.18012 -1.33799
O26 0.61154 -6.40767 -2.39606
O27 2.12208 -6.87716 -0.80203
F8 1.57497 -4.28260 1.39600
H34 3.36871 -5.55099 0.18774
H35 2.83605 -6.93682 1.15862
H36 0.57231 -6.01531 1.37839
C29 -5.55242 3.61607 2.11442
C30 -5.85849 5.07586 2.33309
O28 -7.23383 5.15092 1.99739
C31 -7.78166 3.93547 2.26374
O29 -8.94420 3.72647 2.34960
O30 -6.81056 2.99367 2.42976
F9 -5.15376 5.87108 1.49508
H37 -5.29272 3.40180 1.07723
H38 -4.76291 3.24926 2.75888
H39 -5.71645 5.42208 3.35809
C32 1.76368 8.75276 0.19921
C33 0.48773 8.90932 0.99390
O31 -0.45005 8.19672 0.20022
C34 0.24118 7.23652 -0.46472
O32 -0.25346 6.30153 -1.00860
O33 1.56879 7.47452 -0.41814
F10 0.10256 10.20118 1.08554
H40 1.85789 9.51896 -0.57086
H41 2.65676 8.75493 0.81750
H42 0.51882 8.47303 1.99356
C35 -8.56179 1.29548 4.32836
C36 -7.78710 0.93852 5.57240
O34 -8.67818 0.07921 6.25468
C37 -9.45017 -0.53308 5.30425
O35 -10.11265 -1.49452 5.49659
O36 -9.33932 0.10907 4.11726
F11 -7.53941 2.02767 6.34708
H43 -9.22830 2.14315 4.48791
H44 -7.92584 1.50389 3.47629
H45 -6.84769 0.41316 5.38856

***

Question: Among the records above, which one has the highest calculated total energy?
Answer: C37H45AsN8OSTi